{
  "formula": "C34H38N5OP2PtSi2",
  "method": "ωB97M-V/def2-TZVPD",
  "elements": ["Pt", "C", "Si", "C", "C", "N", "P", "C", "P", "N", "Si", "C", "C", "C", "C", "C", "C", "C", "C", "C", "C", "C", "C", "C", "C", "C", "C", "C", "C", "C", "C", "C", "C", "C", "C", "C", "C", "C", "H", "H", "H", "H", "H", "H", "H", "H", "H", "H", "H", "H", "H", "H", "H", "H", "H", "H", "H", "H", "H", "H", "H", "H", "H", "H", "H", "H", "H", "H", "H", "H", "H", "H", "H", "H", "H", "H", "O", "N", "C", "C", "N", "C", "N"],
  "xyz": [[-0.07657, 0.48738, -1.37802], [-2.29672, -3.61928, -2.43073], [-2.20017, -2.08502, -1.34774], [-3.29746, -0.76908, -2.11999], [-3.01061, -2.41909, 0.32111], [-0.54871, -1.60204, -1.19527], [0.55748, -1.58640, -0.00686], [0.81521, -0.00372, 0.46113], [0.11772, 1.44361, 0.91918], [0.13478, 2.39912, -0.41048], [1.34382, 3.48695, -0.99271], [1.13900, 5.14907, -0.13170], [3.10068, 2.91601, -0.63872], [1.12739, 3.72863, -2.83752], [-1.61284, 1.33080, 1.48476], [-1.90161, 0.67753, 2.68062], [-3.21638, 0.47182, 3.07031], [-4.25481, 0.91910, 2.26342], [-3.97328, 1.57061, 1.07081], [-2.65629, 1.77709, 0.68148], [0.93261, 2.22562, 2.34690], [2.12332, 1.69589, 2.82975], [2.77504, 2.29944, 3.89790], [2.23959, 3.44006, 4.47935], [1.04664, 3.97183, 4.00243], [0.39154, 3.36219, 2.94413], [0.24815, -2.75230, 1.36138], [0.56299, -2.34638, 2.65197], [0.36818, -3.20306, 3.72742], [-0.16288, -4.46698, 3.51834], [-0.51503, -4.86752, 2.23499], [-0.31183, -4.01310, 1.16275], [2.13140, -2.20884, -0.71904], [3.12354, -1.28711, -1.03046], [4.29902, -1.68829, -1.64838], [4.50051, -3.02536, -1.95824], [3.52001, -3.95641, -1.64517], [2.34479, -3.54980, -1.03082], [-3.32694, -3.96801, -2.54162], [-1.70072, -4.44849, -2.04022], [-1.90977, -3.38003, -3.42454], [-3.82819, -1.16771, -2.98835], [-2.75615, 0.11979, -2.43260], [-4.04357, -0.45661, -1.38397], [-4.04814, -2.73024, 0.15974], [-3.03532, -1.48291, 0.89014], [-2.52513, -3.17259, 0.93817], [1.26601, 5.05470, 0.94937], [0.14357, 5.55696, -0.32341], [1.87648, 5.87112, -0.49396], [3.31294, 2.91578, 0.43345], [3.82037, 3.58057, -1.12533], [3.26551, 1.90304, -1.01160], [0.16283, 3.35178, -3.17398], [1.89784, 3.19070, -3.39663], [1.19482, 4.78567, -3.10800], [-1.09175, 0.31296, 3.30330], [-3.43143, -0.04499, 3.99751], [-5.28268, 0.75291, 2.56158], [-4.78091, 1.91129, 0.43460], [-2.41983, 2.26877, -0.25457], [2.52696, 0.80751, 2.35117], [3.70073, 1.88149, 4.27362], [2.74864, 3.91496, 5.30918], [0.62888, 4.86132, 4.45758], [-0.54210, 3.77052, 2.57300], [0.95834, -1.34439, 2.80759], [0.62395, -2.88035, 4.72917], [-0.31973, -5.13435, 4.35664], [-0.96112, -5.84072, 2.07209], [-0.63711, -4.30813, 0.17307], [2.95209, -0.24982, -0.77249], [5.05778, -0.95375, -1.88848], [5.41754, -3.34177, -2.43990], [3.66753, -5.00222, -1.88520], [1.59410, -4.29149, -0.80519], [-0.82278, 1.00313, -3.28690], [-0.86830, 0.02166, -4.11208], [-1.24131, 0.33280, -5.32966], [-1.57462, 1.66932, -5.72761], [-1.83802, 2.74108, -6.05239], [-1.32560, -0.72314, -6.28823], [-1.41388, -1.56108, -7.07236]],
  "atomic_forces_ev_per_a": [[-0.04, -0.05, 0.05], [0.06, -0.01, 0.05], [-0.05, 0.04, 0.01], [-0.08, 0.00, 0.00], [-0.04, 0.00, 0.01], [0.25, -0.13, -0.02], [0.02, -0.28, -0.13], [-0.03, 0.28, 0.12], [-0.09, 0.26, -0.08], [0.14, -0.16, -0.03], [-0.08, 0.03, 0.05], [-0.01, 0.00, 0.00], [0.00, -0.03, 0.01], [0.07, -0.01, 0.01], [-0.01, -0.02, -0.02], [-0.01, 0.01, -0.01], [0.02, 0.02, 0.02], [-0.01, 0.01, 0.00], [0.00, 0.00, 0.00], [0.01, 0.00, 0.00], [0.01, -0.06, 0.04], [0.00, -0.05, 0.00], [-0.02, 0.00, 0.00], [-0.01, -0.01, 0.00], [0.01, 0.00, 0.01], [0.04, 0.00, 0.00], [-0.16, -0.03, -0.11], [0.11, 0.09, 0.05], [0.01, 0.04, -0.01], [-0.03, -0.02, -0.02], [0.03, -0.01, 0.03], [0.13, 0.02, 0.06], [-0.08, 0.00, -0.03], [0.06, 0.04, 0.03], [0.02, -0.04, -0.01], [0.00, 0.03, 0.02], [-0.01, -0.01, 0.01], [0.00, 0.06, -0.01], [-0.01, 0.02, 0.01], [0.01, 0.00, 0.02], [0.00, 0.01, 0.01], [0.00, 0.01, -0.02], [0.00, 0.00, 0.01], [-0.01, -0.01, -0.01], [0.00, 0.03, -0.02], [0.02, -0.02, 0.00], [-0.10, 0.04, -0.02], [0.00, 0.01, -0.01], [-0.01, 0.01, 0.01], [0.00, -0.01, -0.01], [-0.01, 0.00, 0.01], [0.01, 0.01, 0.00], [-0.01, 0.02, -0.03], [-0.07, -0.02, -0.01], [-0.04, -0.01, 0.01], [0.03, 0.00, 0.00], [0.01, 0.00, 0.02], [0.00, 0.00, 0.00], [0.00, 0.00, 0.00], [0.00, 0.00, 0.00], [0.00, 0.00, 0.00], [0.00, 0.07, -0.01], [0.01, 0.00, 0.00], [0.00, 0.00, 0.00], [0.00, -0.01, 0.00], [0.00, -0.01, 0.00], [-0.02, -0.11, -0.02], [0.00, 0.01, 0.00], [0.00, 0.00, 0.00], [0.00, 0.00, 0.00], [0.10, -0.06, -0.06], [0.00, 0.00, -0.01], [0.00, 0.01, 0.00], [0.00, 0.00, -0.01], [-0.01, 0.00, 0.00], [-0.14, -0.07, 0.05], [0.02, 0.04, -0.03], [0.01, 0.04, 0.03], [-0.01, 0.02, -0.01], [0.04, 0.01, 0.03], [-0.02, 0.00, -0.02], [-0.03, -0.03, 0.02], [0.02, 0.01, -0.02]],
  "mulliken_charge": [1.969, -1.254, 0.503, -0.965, -0.598, -0.285, 1.222, -0.640, 0.261, -0.377, 0.089, -1.137, -0.841, -1.113, 0.659, -0.521, -0.730, -0.496, -0.626, -0.514, 0.159, -0.085, -0.722, -0.501, -0.587, -0.786, 0.896, -0.549, -0.648, -0.569, -0.681, -0.905, 0.513, -0.266, -0.702, -0.466, -0.789, -0.414, 0.341, 0.314, 0.295, 0.337, 0.148, 0.283, 0.454, -0.213, 0.318, 0.288, 0.273, 0.374, 0.279, 0.466, 0.066, 0.220, 0.295, 0.389, 0.267, 0.405, 0.360, 0.416, 0.328, 0.371, 0.418, 0.371, 0.407, 0.481, 0.370, 0.441, 0.370, 0.410, 0.495, 0.035, 0.434, 0.366, 0.391, 0.317, -0.407, -0.229, 0.639, 0.198, -0.541, 0.007, -0.549],
  "de_lowest_kcal_mol": 7.2,
  "homo_ev": -4.527,
  "charge": -1,
  "energy_ha": -3048.5645,
  "gap_ha": 0.25484
}